Record 1
{"formula": "C6H12O", "method": "the ωB97M-V functional and the def2-TZVPD basis", "symbols": ["C", "O", "C", "C", "C", "C", "C", "H", "H", "H", "H", "H", "H", "H", "H", "H", "H", "H", "H"], "xyz": [[-1.62885, -1.78112, 1.02021], [-2.68943, -1.75934, 0.06293], [-1.28617, -0.26641, 1.35294], [-0.75468, 0.62013, 0.23678], [0.73746, 0.46927, 0.00838], [1.47976, 1.33095, -0.72388], [2.71258, 1.13053, -1.70356], [-2.00231, -2.26224, 1.94435], [-0.72986, -2.32781, 0.91956], [-2.20051, -2.02570, -0.73047], [-2.27574, 0.22525, 1.67608], [-0.43317, -0.38706, 2.16710], [-1.37799, 0.33199, -0.61893], [-0.85681, 1.76398, 0.30699], [0.89904, -0.61235, 0.30147], [1.10589, 2.41465, -0.53599], [3.21755, 2.10700, -1.89435], [2.60773, 0.52198, -2.64294], [3.47551, 0.50632, -1.14666]], "forces_ev_per_a": [[-1.8, 2.8, 2.0], [2.1, -0.9, -0.5], [0.4, -1.0, 2.5], [1.0, 2.0, -0.3], [-2.6, -3.8, -0.1], [1.5, 2.5, -1.5], [0.2, -0.3, 1.7], [-0.2, 0.6, -0.2], [1.0, -0.9, -1.6], [-1.0, 0.0, -0.4], [1.7, -0.7, 0.1], [-2.1, 0.8, -1.0], [0.3, 0.2, -0.6], [-0.6, -1.5, 0.3], [1.2, 1.3, -0.3], [1.0, -1.6, -0.6], [-0.8, -0.7, 0.0], [-0.7, 0.8, 0.9], [-0.8, 0.5, -0.2]], "lumo_ha": [-0.1820, -0.3053], "e_homo_ev": [-14.145, -14.126], "total_energy_ha": -310.6291, "fmax_ha_per_bohr": 0.0894, "total_charge": 1, "multiplicity": 2, "gap_ev": [9.19, 5.82], "mol_weight_g_mol": 100.16, "s_squared": 0.75, "relative_energy_ev": 2.4003}



Record 2
{"formula": "C6H12O12S3", "method": "the ωB97M-V functional and the def2-TZVPD basis", "symbols": ["C", "C", "O", "S", "O", "O", "O", "H", "H", "H", "H", "C", "C", "O", "S", "O", "O", "O", "H", "H", "H", "H", "C", "C", "O", "S", "O", "O", "O", "H", "H", "H", "H"], "xyz": [[-2.91612, 1.55605, -2.76461], [-2.00278, 1.53100, -1.52644], [-0.80085, 0.86356, -1.86948], [-0.81940, 0.10307, -3.27093], [-0.50123, -1.38798, -2.97971], [0.16721, 0.70058, -4.15500], [-2.43607, 0.43937, -3.50691], [-2.85944, 2.55834, -3.18923], [-3.98703, 1.37546, -2.67164], [-2.48838, 1.13971, -0.63247], [-1.71117, 2.52886, -1.19881], [3.20555, -0.59932, 0.77644], [3.92779, -1.04129, 2.00173], [2.97648, -1.57234, 2.89656], [1.47353, -0.98910, 2.55260], [0.76876, -0.34487, 3.69523], [0.85570, -2.17026, 1.96215], [2.09947, 0.06832, 1.49396], [2.88219, -1.35535, 0.06094], [3.91352, 0.01680, 0.22211], [4.42074, -0.13456, 2.35239], [4.61028, -1.84961, 1.73918], [-0.93947, -1.26497, 0.61696], [-0.03019, -0.10904, 0.10248], [-0.88884, 1.00137, 0.12640], [-1.95919, 0.87257, 1.38812], [-3.14318, 1.69574, 1.26508], [-1.19267, 0.90298, 2.62822], [-2.11415, -0.73509, 1.07000], [-0.48553, -1.94446, 1.33830], [-1.20781, -1.75366, -0.31967], [0.33912, -0.22212, -0.91679], [0.84322, 0.12024, 0.71296]], "forces_ev_per_a": [[0.7, 0.3, 0.6], [-2.6, 1.6, -0.5], [-0.8, 0.3, -4.0], [1.7, -3.5, 1.0], [-2.2, 5.2, -1.1], [-2.3, -0.2, 0.8], [1.9, -1.1, -1.8], [0.5, -0.3, -1.1], [0.2, -0.3, 0.7], [-0.7, -0.3, -2.2], [-0.2, 0.1, -0.5], [0.1, -0.2, 0.4], [1.0, -1.0, -0.7], [-1.0, 0.7, 0.8], [0.0, -1.5, 3.7], [3.0, -1.6, -3.8], [3.0, 1.4, 1.7], [1.5, 0.2, 0.6], [-0.6, -0.2, 0.5], [-0.8, 1.0, 0.1], [0.2, -0.3, 0.7], [0.3, 0.1, 0.4], [0.8, -1.1, -3.0], [0.6, -0.8, 1.6], [0.4, 1.6, 5.4], [3.0, -1.9, 2.4], [1.6, -1.5, -0.6], [-1.5, 0.8, -1.9], [-3.6, 2.9, 1.3], [-1.5, 0.8, -1.1], [-0.1, -0.7, 0.1], [-0.2, -0.6, 0.7], [-2.2, 0.0, -1.2]], "lumo_ha": 0.0082, "smiles": "O=S1(=O)OCCO1.O=S1(=O)OCCO1.O=S1(=O)OCCO1", "e_homo_ev": -9.811, "total_energy_ha": -2332.9277, "fmax_ha_per_bohr": 0.1126, "gap_ev": 10.03, "mol_weight_g_mol": 372.35, "relative_energy_ev": 7.6085}



Record 3
{"formula": "C6H12O2", "method": "the ωB97M-V functional and the def2-TZVPD basis", "symbols": ["O", "C", "C", "C", "H", "H", "H", "H", "H", "H", "O", "C", "C", "C", "H", "H", "H", "H", "H", "H"], "xyz": [[0.52715, 2.73303, -3.05314], [0.63834, 2.53457, -1.82817], [0.56458, 3.73604, -0.95981], [0.77544, 1.14075, -1.11476], [-0.30085, 4.34767, -1.26568], [1.47619, 4.35195, -1.03885], [0.43077, 3.43929, 0.09406], [-0.00218, 0.93314, -0.36058], [1.74626, 1.24065, -0.60081], [0.83079, 0.28455, -1.80792], [-0.23074, -0.66142, 1.55044], [-0.50005, -1.87844, 1.30635], [0.48138, -2.77043, 0.61663], [-1.90108, -2.46705, 1.72660], [0.79345, -3.50345, 1.37945], [1.37764, -2.24497, 0.24619], [0.01904, -3.31348, -0.22477], [-2.55478, -2.28042, 0.85801], [-2.39189, -2.06539, 2.62904], [-1.77944, -3.55661, 1.84771]], "forces_ev_per_a": [[0.5, -1.3, 2.5], [-1.0, -0.5, -2.6], [-0.1, 0.5, 1.3], [0.5, 0.9, -0.8], [0.4, -0.2, 0.0], [-0.3, -0.3, -0.1], [0.1, 0.3, -0.3], [0.3, 0.4, -0.3], [-0.3, -0.3, 0.1], [0.0, 0.6, 0.1], [-0.8, -4.0, -0.8], [-0.6, 4.2, 1.6], [0.2, -0.4, -0.1], [1.1, -0.3, -0.7], [0.0, 0.0, -0.4], [-0.6, 0.0, 0.3], [0.1, 0.1, 0.4], [0.1, -0.2, 0.3], [0.7, 0.2, -0.5], [-0.3, 0.3, -0.1]], "lumo_ha": 0.0261, "smiles": "CC(C)=O.CC(C)=O", "e_homo_ev": -9.381, "total_energy_ha": -386.2676, "fmax_ha_per_bohr": 0.0882, "gap_ev": 10.09, "mol_weight_g_mol": 116.16, "relative_energy_ev": 1.4291}



Record 4
{"formula": "C6H12O2", "method": "the ωB97M-V functional and the def2-TZVPD basis", "symbols": ["C", "C", "C", "O", "H", "H", "H", "H", "H", "H", "C", "C", "C", "O", "H", "H", "H", "H", "H", "H"], "xyz": [[-1.51338, -1.71520, -0.31193], [0.35410, -1.19315, -1.94689], [-0.75448, -0.66772, -1.07800], [-1.06744, 0.51011, -1.05934], [-0.84131, -2.14022, 0.43212], [-1.84101, -2.51284, -0.97457], [-2.37012, -1.27741, 0.19339], [0.76685, -0.40090, -2.56583], [1.13720, -1.57772, -1.29495], [-0.00197, -2.00734, -2.57369], [-0.35169, 1.18596, 1.94875], [1.50902, 1.72191, 0.31088], [0.75810, 0.66835, 1.07660], [1.07748, -0.50767, 1.05467], [0.00606, 1.99066, 2.58686], [-0.76765, 0.38732, 2.55722], [-1.13189, 1.58176, 1.30025], [0.83522, 2.13604, -0.43780], [2.37268, 1.29233, -0.18974], [1.82424, 2.52573, 0.97199]], "forces_ev_per_a": [[0.0, 0.2, 0.3], [0.2, 0.3, 0.1], [-0.7, 0.2, -0.7], [0.2, -0.5, 0.1], [0.0, -0.1, 0.0], [0.0, -0.1, -0.1], [0.0, 0.0, 0.0], [0.0, 0.0, 0.0], [0.1, -0.1, 0.0], [-0.1, -0.1, 0.0], [-0.2, -0.3, -0.1], [0.0, -0.2, -0.3], [0.7, -0.2, 0.7], [-0.2, 0.5, -0.1], [0.1, 0.1, 0.0], [0.0, 0.0, 0.0], [-0.1, 0.1, 0.0], [0.0, 0.1, 0.0], [0.0, 0.0, 0.0], [0.0, 0.1, 0.1]], "lumo_ha": 0.0339, "smiles": "CC(C)=O.CC(C)=O", "e_homo_ev": -9.640, "total_energy_ha": -386.2951, "fmax_ha_per_bohr": 0.0188, "gap_ev": 10.56, "mol_weight_g_mol": 116.16, "relative_energy_ev": 0.6822}